*i*
Here is a molecular structure, C31H37N3OPtSb2 from the OMol25 dataset. Energies are from ωB97M-V with the def2-TZVPD basis set.

Summary:
- total charge = +2
- HOMO energy (Ha) = -0.4779
- 2S+1 = 1

Last column: Löwdin charge in e.
Geometry (Å):
Pt1 0.527 0.613 -1.151  1.116
O1 -0.079 -2.322 -3.897  0.123
C1 -0.145 -1.364 -3.157  -0.490
N1 0.615 -1.142 -2.067  -0.143
C2 1.722 -2.035 -1.790  -0.129
C3 2.450 -1.476 -0.609  -0.247
C4 3.648 -2.011 -0.158  0.013
C5 4.278 -1.458 0.937  0.001
C6 3.692 -0.368 1.578  -0.016
C7 2.509 0.122 1.087  -0.144
N2 1.882 -0.420 0.019  -0.076
C8 -1.090 -0.222 -3.381  -0.159
C9 -2.042 -0.259 -4.377  0.052
C10 -2.848 0.848 -4.579  0.013
C11 -2.663 1.965 -3.776  -0.003
C12 -1.696 1.936 -2.794  -0.129
N3 -0.923 0.855 -2.586  -0.083
H1 1.360 -3.049 -1.584  0.138
H2 2.399 -2.133 -2.644  0.146
H3 4.071 -2.860 -0.679  0.141
H4 5.214 -1.866 1.296  0.132
H5 4.149 0.095 2.441  0.128
H6 2.013 0.961 1.555  0.105
H7 -2.113 -1.157 -4.976  0.143
H8 -3.603 0.847 -5.354  0.134
H9 -3.257 2.859 -3.909  0.130
H10 -1.523 2.788 -2.162  0.074
C13 -2.621 -3.304 2.106  -0.319
Sb1 -1.025 -2.173 1.270  1.316
C14 0.388 -3.785 1.272  -0.316
C15 -0.251 -1.272 3.118  -0.297
C16 -1.429 -0.672 3.816  -0.310
C17 -2.173 -1.442 4.705  -0.057
C18 -3.360 -0.981 5.250  -0.049
C19 -3.842 0.271 4.899  -0.058
C20 -3.094 1.062 4.047  -0.044
C21 -1.870 0.623 3.527  -0.286
C22 -1.074 1.633 2.752  -0.255
Sb2 -1.155 1.579 0.585  1.368
C23 -1.348 3.688 0.354  -0.271
C24 -3.118 0.892 0.254  -0.260
H11 -2.260 -3.901 2.941  0.017
H12 -2.991 -3.970 1.326  0.013
H13 -3.432 -2.660 2.440  0.007
H14 0.191 -4.413 2.140  0.018
H15 1.405 -3.398 1.329  -0.008
H16 0.285 -4.387 0.369  0.007
H17 0.494 -0.547 2.801  0.015
H18 0.219 -2.091 3.659  0.073
H19 -1.807 -2.426 4.974  0.121
H20 -3.912 -1.600 5.945  0.118
H21 -4.774 0.637 5.307  0.115
H22 -3.439 2.064 3.811  0.117
H23 -0.013 1.656 3.002  0.063
H24 -1.493 2.626 2.917  0.066
H25 -2.383 3.957 0.563  0.033
H26 -1.074 4.049 -0.632  -0.004
H27 -0.696 4.173 1.080  0.030
H28 -3.787 1.713 0.505  0.034
H29 -3.298 0.043 0.910  -0.004
H30 -3.267 0.589 -0.781  0.012
C25 1.347 2.608 -1.379  -0.149
C26 2.421 1.928 -2.086  -0.370
C27 3.665 1.680 -1.474  -0.045
C28 4.667 1.035 -2.162  -0.043
C29 4.455 0.624 -3.482  -0.029
C30 3.254 0.891 -4.119  -0.040
C31 2.250 1.555 -3.432  -0.043
H31 0.644 3.154 -1.997  0.062
H32 1.608 3.096 -0.447  0.074
H33 3.838 2.037 -0.467  0.120
H34 5.624 0.863 -1.688  0.122
H35 5.247 0.120 -4.020  0.123
H36 3.108 0.607 -5.153  0.123
H37 1.330 1.824 -3.940  0.119

---

*ii*
Here is a molecular structure, C31H37N3OPtSb2 from the OMol25 dataset. Energies are from ωB97M-V with the def2-TZVPD basis set.

Summary:
- total charge = +2
- HOMO energy (Ha) = -0.4726
- 2S+1 = 1

Last column: Löwdin charge in e.
Geometry (Å):
Pt1 -0.533 0.785 0.035  0.976
O1 -4.280 0.979 -1.456  0.125
C1 -3.085 0.884 -1.317  -0.496
N1 -2.477 0.379 -0.212  -0.157
C2 -3.322 0.008 0.904  -0.144
C3 -2.509 -0.185 2.118  -0.255
C4 -3.048 -0.719 3.282  0.028
C5 -2.240 -0.892 4.386  0.002
C6 -0.901 -0.517 4.313  -0.016
C7 -0.440 0.027 3.141  -0.137
N2 -1.228 0.180 2.057  -0.023
C8 -2.125 1.292 -2.375  -0.194
C9 -2.552 1.954 -3.501  0.045
C10 -1.615 2.295 -4.463  0.006
C11 -0.283 1.958 -4.258  -0.017
C12 0.064 1.304 -3.094  -0.110
N3 -0.844 0.970 -2.165  -0.016
H1 -3.883 -0.902 0.677  0.139
H2 -4.078 0.780 1.089  0.153
H3 -4.096 -0.987 3.307  0.141
H4 -2.643 -1.310 5.299  0.132
H5 -0.234 -0.632 5.157  0.128
H6 0.582 0.368 3.045  0.076
H7 -3.605 2.181 -3.603  0.143
H8 -1.916 2.815 -5.363  0.133
H9 0.476 2.194 -4.991  0.126
H10 1.089 1.015 -2.896  0.117
C13 -2.110 -3.042 -0.606  -0.263
Sb1 -0.316 -1.949 -0.356  1.362
C14 0.786 -2.750 -1.972  -0.259
C15 0.505 -2.993 1.330  -0.282
C16 1.831 -3.574 0.944  -0.317
C17 1.910 -4.832 0.362  -0.053
C18 3.121 -5.338 -0.092  -0.050
C19 4.262 -4.562 0.007  -0.050
C20 4.188 -3.312 0.609  -0.040
C21 2.990 -2.828 1.121  -0.291
C22 2.988 -1.529 1.902  -0.260
Sb2 2.303 0.180 0.758  1.373
C23 3.148 1.725 1.936  -0.273
C24 3.820 0.034 -0.710  -0.264
H11 -1.838 -4.067 -0.855  0.028
H12 -2.694 -2.609 -1.417  0.023
H13 -2.694 -3.022 0.313  0.013
H14 0.806 -3.831 -1.851  0.019
H15 1.803 -2.363 -1.986  0.010
H16 0.279 -2.489 -2.901  0.023
H17 -0.238 -3.751 1.579  0.079
H18 0.558 -2.264 2.135  0.019
H19 1.011 -5.436 0.285  0.125
H20 3.169 -6.325 -0.532  0.118
H21 5.208 -4.931 -0.366  0.117
H22 5.089 -2.718 0.726  0.120
H23 4.000 -1.234 2.180  0.077
H24 2.359 -1.568 2.791  0.059
H25 4.089 1.360 2.343  0.030
H26 2.481 2.022 2.743  0.015
H27 3.339 2.589 1.301  0.025
H28 4.772 0.180 -0.200  0.034
H29 3.694 0.803 -1.469  0.014
H30 3.792 -0.948 -1.177  0.009
C25 0.158 2.749 0.546  -0.225
C26 -0.811 3.586 -0.194  -0.347
C27 -2.035 3.925 0.384  -0.051
C28 -2.907 4.791 -0.256  -0.052
C29 -2.563 5.334 -1.486  -0.058
C30 -1.348 5.006 -2.072  -0.066
C31 -0.485 4.129 -1.434  -0.067
H31 0.073 2.804 1.629  0.067
H32 1.175 2.843 0.183  0.024
H33 -2.282 3.526 1.364  0.116
H34 -3.843 5.065 0.211  0.117
H35 -3.230 6.032 -1.975  0.116
H36 -1.066 5.460 -3.013  0.116
H37 0.477 3.895 -1.878  0.113

---

Here are the energies relative to the best structure, in hartree: *i* 0.0000; *ii* 0.0226.

---

*i*
Here is 2 unconnected molecules or ions with the total composition C9H16N2O2 from the OMol25 dataset. Energies are from ωB97M-V with the def2-TZVPD basis set.

Summary:
- total charge = 0
- SMILES string = O=c1cc[nH]c(=O)[nH]1.CCCCC
- HOMO energy (Ha) = -0.3473
- 2S+1 = 1

Last column: natural (NBO) charge in e.
Geometry (Å):
C1 -2.109 -0.041 -0.647  0.638
C2 -2.821 -1.240 -1.138  -0.393
C3 -3.978 -1.670 -0.428  0.080
C4 -4.200 0.480 0.644  0.782
C5 4.252 -1.209 0.909  -0.601
C6 2.841 -1.038 0.371  -0.392
C7 2.596 0.477 0.235  -0.396
C8 1.245 0.762 -0.363  -0.398
C9 1.078 2.233 -0.747  -0.605
H1 -2.604 1.724 0.367  0.435
H2 -2.382 -2.006 -1.825  0.250
H3 -4.445 -2.648 -0.553  0.222
H4 -5.380 -1.238 0.978  0.433
H5 4.941 -0.831 0.202  0.201
H6 4.345 -0.787 1.884  0.201
H7 4.633 -2.264 1.095  0.196
H8 2.068 -1.367 1.105  0.191
H9 2.752 -1.585 -0.534  0.198
H10 2.723 0.926 1.295  0.188
H11 3.293 1.002 -0.414  0.191
H12 0.374 0.487 0.322  0.219
H13 1.037 0.272 -1.377  0.215
H14 1.639 2.580 -1.620  0.199
H15 -0.023 2.441 -0.933  0.210
H16 1.318 2.905 0.120  0.186
N1 -2.904 0.816 0.116  -0.630
N2 -4.669 -0.801 0.377  -0.610
O1 -0.952 0.340 -0.889  -0.610
O2 -4.668 1.280 1.450  -0.598

---

*ii*
Here is 2 unconnected molecules or ions with the total composition C9H16N2O2 from the OMol25 dataset. Energies are from ωB97M-V with the def2-TZVPD basis set.

Summary:
- total charge = 0
- SMILES string = O=c1cc[nH]c(=O)[nH]1.CCCCC
- HOMO energy (Ha) = -0.3448
- 2S+1 = 1

Last column: natural (NBO) charge in e.
Geometry (Å):
C1 -4.368 4.168 0.400  0.625
C2 -4.738 4.221 1.839  -0.367
C3 -3.966 3.287 2.617  0.046
C4 -2.151 3.330 1.013  0.753
C5 0.053 -1.817 -0.590  -0.623
C6 1.090 -2.516 -1.443  -0.415
C7 2.418 -2.535 -0.637  -0.414
C8 3.591 -3.156 -1.370  -0.385
C9 5.103 -2.996 -0.834  -0.636
H1 -2.774 4.144 -0.831  0.446
H2 -5.800 4.541 2.288  0.256
H3 -4.208 3.212 3.666  0.222
H4 -2.040 2.861 3.056  0.433
H5 0.042 -2.040 0.510  0.214
H6 -0.150 -0.624 -0.829  0.218
H7 -0.826 -2.243 -1.009  0.210
H8 1.112 -2.126 -2.510  0.209
H9 1.046 -3.582 -1.590  0.198
H10 2.714 -1.520 -0.605  0.194
H11 2.307 -2.654 0.549  0.202
H12 3.373 -2.774 -2.464  0.208
H13 3.555 -4.381 -1.486  0.184
H14 5.396 -3.178 0.222  0.217
H15 5.613 -3.528 -1.601  0.212
H16 5.635 -2.107 -0.867  0.205
N1 -2.984 3.900 0.163  -0.630
N2 -2.726 2.934 2.162  -0.603
O1 -5.274 4.238 -0.450  -0.565
O2 -1.042 2.941 0.628  -0.616

---

*iii*
Here is a single C9H16N2O2 molecule from the OMol25 dataset. Energies are from ωB97M-V with the def2-TZVPD basis set.

Summary:
- total charge = 0
- SMILES string = C/N=C1\O[C@@H]1N1O[C@@]1(C)C(C)(C)C
- HOMO energy (Ha) = -0.3448
- 2S+1 = 1

Last column: natural (NBO) charge in e.
Geometry (Å):
C1 2.282 0.800 -0.208  0.146
C2 2.242 -0.362 -1.142  0.555
C3 0.062 0.307 0.963  0.396
C4 0.255 -1.250 1.030  -0.683
C5 -1.250 0.958 -0.898  -0.608
C6 -1.641 2.246 1.295  -0.613
C7 -2.404 -0.217 1.041  -0.609
C8 2.027 -2.304 -2.371  -0.433
C9 -1.340 0.851 0.629  -0.089
N1 1.780 -0.953 -2.137  -0.454
N2 1.057 1.195 0.445  -0.206
O1 0.885 1.020 1.824  -0.367
O2 2.821 -0.551 0.138  -0.505
H1 3.099 1.514 -0.215  0.209
H2 -0.717 -1.804 1.297  0.239
H3 1.238 -1.505 1.438  0.263
H4 0.332 -1.535 -0.009  0.216
H5 -1.317 -0.063 -1.329  0.211
H6 -0.490 1.568 -1.330  0.233
H7 -2.201 1.487 -1.463  0.206
H8 -2.628 2.551 1.120  0.209
H9 -1.520 2.367 2.331  0.220
H10 -0.950 3.003 1.068  0.227
H11 -3.436 0.252 1.032  0.218
H12 -2.230 -0.442 2.119  0.214
H13 -2.410 -1.089 0.446  0.207
H14 2.782 -2.681 -1.627  0.174
H15 1.210 -3.017 -2.173  0.212
H16 2.461 -2.346 -3.313  0.212

---

*iv*
Here is 2 unconnected molecules or ions with the total composition C9H16N2O2 from the OMol25 dataset. Energies are from ωB97M-V with the def2-TZVPD basis set.

Summary:
- total charge = 0
- SMILES string = O=c1cc[nH]c(=O)[nH]1.CCCCC
- HOMO energy (Ha) = -0.3543
- 2S+1 = 1

Last column: natural (NBO) charge in e.
Geometry (Å):
C1 -2.549 -0.041 -0.332  0.628
C2 -2.083 -1.094 -1.200  -0.381
C3 -1.234 -2.045 -0.732  0.075
C4 -1.100 -0.999 1.448  0.786
C5 2.262 -1.520 -0.747  -0.602
C6 1.988 -0.320 0.163  -0.396
C7 1.098 0.747 -0.460  -0.401
C8 0.706 1.796 0.549  -0.389
C9 -0.228 2.930 0.086  -0.612
H1 -2.269 0.656 1.585  0.437
H2 -2.370 -1.141 -2.259  0.247
H3 -0.898 -2.874 -1.306  0.225
H4 -0.260 -2.707 0.882  0.421
H5 1.355 -2.125 -0.865  0.183
H6 2.680 -1.189 -1.711  0.208
H7 3.006 -2.143 -0.251  0.211
H8 2.877 0.192 0.565  0.204
H9 1.419 -0.728 1.065  0.196
H10 1.567 1.179 -1.376  0.198
H11 0.155 0.293 -0.781  0.183
H12 1.619 2.287 0.891  0.192
H13 0.243 1.291 1.392  0.195
H14 -1.267 2.633 -0.128  0.216
H15 -0.167 3.654 0.900  0.208
H16 0.161 3.391 -0.812  0.201
N1 -1.995 -0.076 0.923  -0.635
N2 -0.772 -1.941 0.548  -0.598
O1 -3.246 0.908 -0.636  -0.588
O2 -0.697 -1.012 2.598  -0.614

---

Here are the energies relative to the best structure, in hartree: *i* 0.0683; *ii* 0.1593; *iii* 0.2564; *iv* 0.0000.

---

*i*
Here is a molecular structure, C4H12NO2 from the OMol25 dataset. Energies are from ωB97M-V with the def2-TZVPD basis set.

Summary:
- total charge = -1
- HOMO energy (Ha) = -0.1443
- 2S+1 = 1

Last column: natural (NBO) charge in e.
Geometry (Å):
C1 -1.876 1.485 -1.472  -0.456
N1 -0.948 1.974 -0.525  -0.526
C2 -0.431 0.837 0.230  -0.018
C3 0.985 0.426 -0.124  -0.477
C4 1.798 -0.203 1.024  -0.002
O1 1.223 -1.173 1.775  -0.873
H1 -2.666 0.687 -1.058  0.153
H2 -1.511 1.228 -2.465  0.160
H3 -2.531 2.387 -1.504  0.188
H4 -0.972 -0.199 -0.020  0.011
H5 -1.241 -1.006 0.285  0.206
H6 -0.496 1.036 1.297  0.196
H7 0.988 -0.443 -0.799  0.201
H8 1.466 1.222 -0.700  0.219
H9 2.764 -0.593 0.473  0.098
H10 2.193 0.630 1.629  0.111
H11 0.944 -2.293 1.176  0.491
H12 -0.227 -2.771 0.216  0.411
O2 0.539 -3.230 0.562  -1.094

---

*ii*
Here is 2 unconnected molecules or ions with the total composition C4H12NO2 from the OMol25 dataset. Energies are from ωB97M-V with the def2-TZVPD basis set.

Summary:
- total charge = -1
- HOMO energy (Ha) = -0.1273
- 2S+1 = 1

Last column: natural (NBO) charge in e.
Geometry (Å):
C1 -0.130 0.651 -2.148  -0.629
C2 -0.605 -0.052 -0.859  -0.055
C3 -0.564 0.894 0.326  -0.452
C4 0.912 1.054 0.879  -0.042
O1 1.763 0.002 0.581  -0.922
N1 -1.891 -0.864 -1.067  -0.826
H1 0.772 1.214 -1.911  0.227
H2 0.220 -0.025 -2.935  0.189
H3 -0.967 1.283 -2.496  0.173
H4 0.101 -0.868 -0.731  0.212
H5 -1.095 1.826 0.032  0.164
H6 -1.201 0.509 1.136  0.214
H7 1.349 1.955 0.366  0.107
H8 0.723 1.250 1.945  0.130
H9 -2.365 -0.368 -1.820  0.318
H10 -1.617 -1.715 -1.558  0.332
H11 1.149 -0.839 1.598  0.487
H12 0.622 -2.154 1.742  0.431
O2 0.592 -1.399 2.351  -1.060

---

*iii*
Here is 2 unconnected molecules or ions with the total composition C4H12NO2 from the OMol25 dataset. Energies are from ωB97M-V with the def2-TZVPD basis set.

Summary:
- total charge = -1
- HOMO energy (Ha) = -0.0982
- 2S+1 = 1

Last column: natural (NBO) charge in e.
Geometry (Å):
C1 0.527 -0.116 2.331  -0.021
O1 1.054 1.034 2.830  -0.963
C2 0.423 -0.048 0.736  -0.102
C3 -0.363 -1.214 0.305  -0.397
C4 -0.501 -1.544 -1.246  -0.624
N1 -0.177 1.325 0.352  -0.899
H1 1.116 -1.072 2.452  0.062
H2 -0.427 -0.354 2.819  0.086
H3 1.479 -0.055 0.318  0.171
H4 0.014 -2.219 0.688  0.204
H5 -1.426 -1.160 0.656  0.185
H6 0.457 -1.546 -1.802  0.195
H7 -1.033 -1.010 -2.047  0.197
H8 -0.976 -2.537 -1.332  0.182
H9 -1.140 1.241 0.567  0.326
H10 0.256 1.920 1.092  0.403
H11 -0.354 1.966 -2.679  0.488
H12 0.804 2.944 -2.690  0.472
O2 0.268 2.443 -3.350  -0.964

---

*iv*
Here is a molecular structure, C4H12NO2 from the OMol25 dataset. Energies are from ωB97M-V with the def2-TZVPD basis set.

Summary:
- total charge = -1
- HOMO energy (Ha) = -0.1388
- 2S+1 = 1

Last column: natural (NBO) charge in e.
Geometry (Å):
C1 0.818 -0.754 -2.734  -0.493
N1 0.231 -1.519 -1.622  -0.370
C2 0.263 -0.528 -0.393  -0.147
C3 -0.532 -0.775 0.856  -0.481
C4 0.163 -0.155 2.214  -0.052
O1 0.345 1.333 2.132  -0.898
H1 0.826 -1.458 -3.553  0.194
H2 1.890 -0.508 -2.484  0.169
H3 0.387 0.167 -3.137  0.202
H4 0.079 0.395 -0.886  0.074
H5 0.012 1.439 -1.225  0.080
H6 1.340 -0.454 -0.102  0.209
H7 -1.534 -0.326 0.740  0.221
H8 -0.656 -1.859 1.005  0.213
H9 -0.364 -0.555 3.115  0.136
H10 1.206 -0.493 2.267  0.138
H11 -0.779 1.843 1.747  0.482
H12 -1.909 1.934 0.600  0.416
O2 -1.785 2.272 1.461  -1.092

---

Here are the energies relative to the best structure, in hartree: *i* 0.2142; *ii* 0.0000; *iii* 0.0222; *iv* 0.2286.